{
  "formula": "C40H35BrFN6O6Rh",
  "method": "wB97M-V/def2-TZVPD",
  "orbital_gap_ev": 3.89,
  "e_above_lowest_kj_mol": 97.20,
  "multiplicity": 1,
  "charge": 0,
  "symbols": ["Rh", "F", "C", "C", "C", "C", "O", "C", "C", "N", "C", "C", "C", "C", "C", "C", "N", "C", "C", "N", "C", "C", "C", "O", "O", "H", "H", "H", "H", "H", "H", "H", "H", "H", "H", "H", "H", "H", "H", "H", "H", "H", "H", "Br", "C", "C", "C", "C", "C", "C", "N", "N", "C", "C", "C", "C", "O", "C", "N", "C", "C", "C", "C", "H", "H", "H", "H", "H", "H", "H", "H", "H", "C", "O", "C", "O", "H", "H", "H", "C", "C", "C", "C", "C", "C", "H", "H", "H", "H", "H"],
  "xyz": [[1.72, -1.44, -3.34], [1.83, 1.32, 2.99], [1.03, 1.73, 1.98], [1.22, 1.21, 0.73], [0.37, 1.55, -0.31], [0.58, 0.87, -1.61], [1.52, 0.08, -1.70], [-0.38, 1.19, -2.63], [-1.30, 2.14, -2.36], [-1.47, 2.82, -1.18], [-2.54, 3.80, -1.19], [-3.55, 4.00, -0.11], [-2.54, 5.09, -0.43], [-0.66, 2.49, -0.11], [-0.82, 3.01, 1.18], [-0.02, 2.61, 2.24], [-0.36, 3.11, 3.53], [0.60, 3.00, 4.63], [0.03, 3.81, 5.81], [-1.01, 4.74, 5.26], [-2.22, 3.95, 4.83], [-1.69, 2.76, 4.01], [-0.53, 0.53, -4.01], [-1.35, 1.06, -4.76], [0.13, -0.52, -4.28], [2.00, 0.48, 0.55], [-2.00, 2.37, -3.15], [-2.93, 3.87, -2.19], [-3.44, 3.44, 0.81], [-4.57, 4.14, -0.42], [-1.74, 5.29, 0.26], [-2.89, 5.96, -0.97], [-1.60, 3.72, 1.40], [1.56, 3.40, 4.32], [0.75, 1.97, 4.96], [0.79, 4.40, 6.32], [-0.47, 3.18, 6.54], [-0.62, 5.13, 4.40], [-1.25, 5.49, 5.90], [-2.85, 4.62, 4.24], [-2.75, 3.64, 5.72], [-2.37, 2.54, 3.19], [-1.66, 1.86, 4.63], [-4.53, 0.59, 2.36], [-3.07, -0.57, 2.73], [-3.25, -1.63, 3.61], [-2.20, -2.50, 3.84], [-0.96, -2.35, 3.18], [-0.81, -1.25, 2.33], [-1.86, -0.38, 2.10], [0.02, -3.26, 3.53], [1.16, -3.39, 2.95], [1.45, -3.24, 1.63], [2.85, -3.22, 1.39], [3.43, -2.93, 0.19], [2.62, -2.64, -0.94], [3.10, -2.29, -2.05], [1.17, -2.79, -0.76], [0.45, -2.58, -1.88], [-0.86, -2.76, -1.86], [-1.51, -3.23, -0.72], [-0.79, -3.41, 0.44], [0.59, -3.14, 0.47], [-4.20, -1.78, 4.11], [-2.31, -3.32, 4.53], [0.13, -1.09, 1.82], [-1.73, 0.43, 1.39], [3.46, -3.39, 2.27], [4.51, -2.89, 0.07], [-1.38, -2.54, -2.78], [-2.57, -3.44, -0.74], [-1.29, -3.78, 1.33], [0.04, -5.22, -4.81], [1.22, -4.46, -4.63], [1.25, -3.28, -5.33], [0.38, -2.97, -6.09], [-0.01, -5.90, -3.96], [0.09, -5.80, -5.74], [-0.84, -4.58, -4.84], [5.01, -1.23, -4.95], [4.89, -2.61, -4.65], [3.68, -3.23, -4.68], [2.49, -2.51, -5.04], [2.61, -1.11, -5.30], [3.90, -0.51, -5.27], [5.98, -0.76, -4.93], [5.77, -3.18, -4.38], [3.59, -4.28, -4.43], [1.76, -0.57, -5.71], [3.99, 0.54, -5.52]]
}



{
  "formula": "C30H74N2O21P5",
  "method": "wB97M-V/def2-TZVPD",
  "orbital_gap_ev": 6.72,
  "multiplicity": 1,
  "charge": 1,
  "symbols": ["C", "C", "C", "C", "C", "C", "C", "C", "C", "N", "C", "O", "C", "C", "C", "C", "C", "N", "H", "H", "H", "H", "H", "H", "H", "H", "H", "H", "H", "H", "H", "H", "H", "H", "H", "H", "H", "H", "H", "H", "H", "H", "H", "H", "H", "H", "H", "C", "O", "P", "O", "O", "C", "O", "C", "H", "H", "H", "H", "H", "H", "H", "H", "H", "C", "O", "P", "O", "O", "C", "O", "C", "H", "H", "H", "H", "H", "H", "H", "H", "H", "C", "O", "P", "O", "O", "C", "O", "C", "H", "H", "H", "H", "H", "H", "H", "H", "H", "C", "O", "P", "O", "O", "C", "O", "C", "H", "H", "H", "H", "H", "H", "H", "H", "H", "C", "O", "P", "O", "O", "C", "O", "C", "H", "H", "H", "H", "H", "H", "H", "H", "H"],
  "xyz": [[8.50, -4.97, 0.44], [7.00, -4.93, -0.11], [6.31, -3.53, 0.25], [5.94, -2.69, -1.05], [5.09, -1.42, -0.64], [3.53, -1.77, -0.47], [3.14, -2.01, 1.03], [1.60, -1.92, 1.32], [0.70, -2.93, 0.50], [1.33, -3.96, -0.34], [1.81, -4.88, 0.30], [1.97, -5.82, 0.95], [-0.49, -3.69, 1.27], [-1.36, -4.15, 0.02], [-2.85, -4.62, 0.32], [-3.68, -4.40, -1.00], [-1.36, -2.76, -0.80], [-0.15, -1.99, -0.34], [9.15, -4.55, -0.37], [8.75, -6.04, 0.66], [8.55, -4.41, 1.40], [7.01, -5.10, -1.22], [6.42, -5.74, 0.41], [5.36, -3.80, 0.79], [6.92, -2.92, 0.97], [6.90, -2.35, -1.54], [5.43, -3.38, -1.77], [5.45, -1.07, 0.36], [5.15, -0.64, -1.44], [2.88, -0.99, -0.96], [3.38, -2.70, -1.09], [3.50, -2.99, 1.44], [3.64, -1.20, 1.63], [1.30, -0.85, 1.19], [1.44, -2.17, 2.41], [-0.21, -4.42, 2.06], [-1.19, -2.98, 1.81], [-0.99, -5.00, -0.61], [-2.80, -5.73, 0.51], [-3.28, -4.11, 1.22], [-4.08, -3.36, -1.02], [-3.03, -4.54, -1.91], [-4.50, -5.15, -1.09], [-1.47, -2.84, -1.90], [-2.23, -2.22, -0.31], [0.37, -1.40, -1.01], [-0.58, -1.31, 0.30], [3.34, 3.39, -2.37], [2.43, 2.33, -2.00], [1.69, 2.43, -0.47], [1.77, 0.96, -0.20], [0.25, 2.79, -1.17], [0.14, 3.92, -2.03], [1.05, 2.80, 1.06], [1.09, 4.19, 1.44], [4.26, 2.95, -2.75], [2.89, 3.99, -3.17], [3.58, 4.04, -1.52], [0.28, 3.60, -3.07], [0.88, 4.69, -1.78], [-0.86, 4.35, -1.92], [0.38, 4.76, 0.83], [2.10, 4.59, 1.32], [0.80, 4.27, 2.48], [0.28, -8.33, 2.30], [-0.82, -8.89, 3.02], [-0.57, -9.30, 4.66], [-1.40, -10.54, 4.61], [-1.49, -8.03, 5.16], [-1.15, -6.71, 4.75], [-0.04, -9.57, 6.26], [1.07, -8.78, 6.70], [0.38, -8.86, 1.35], [0.08, -7.28, 2.09], [1.22, -8.41, 2.85], [-1.72, -6.45, 3.85], [-0.08, -6.61, 4.55], [-1.42, -6.01, 5.55], [0.78, -7.73, 6.80], [1.90, -8.87, 5.99], [1.40, -9.15, 7.67], [-3.99, 1.89, 1.13], [-4.08, 0.71, 0.30], [-5.25, -0.46, 0.72], [-4.37, -1.63, 0.38], [-6.16, -0.05, -0.58], [-6.61, 1.29, -0.73], [-6.51, -1.43, 1.32], [-7.51, -0.76, 2.09], [-2.95, 2.06, 1.39], [-4.35, 2.75, 0.56], [-4.58, 1.79, 2.04], [-5.91, 1.84, -1.37], [-6.70, 1.80, 0.23], [-7.59, 1.29, -1.21], [-8.10, -0.10, 1.45], [-7.04, -0.18, 2.89], [-8.16, -1.50, 2.54], [1.81, 7.50, -7.15], [2.57, 7.13, -5.98], [3.55, 5.74, -6.09], [3.26, 5.28, -4.70], [4.90, 6.68, -6.10], [5.05, 7.68, -7.10], [4.51, 4.38, -6.47], [4.79, 4.18, -7.86], [0.77, 7.68, -6.85], [2.22, 8.42, -7.57], [1.82, 6.72, -7.91], [4.69, 8.64, -6.72], [4.52, 7.42, -8.02], [6.11, 7.78, -7.33], [5.46, 4.95, -8.23], [3.86, 4.18, -8.44], [5.26, 3.20, -7.98], [-3.70, 8.40, 2.87], [-3.75, 7.25, 2.00], [-4.87, 6.02, 2.38], [-3.94, 4.90, 2.00], [-5.80, 6.44, 1.09], [-6.29, 7.77, 0.99], [-6.10, 4.98, 2.93], [-7.12, 5.59, 3.73], [-2.67, 8.60, 3.14], [-4.10, 9.27, 2.34], [-4.28, 8.24, 3.78], [-5.62, 8.37, 0.37], [-6.40, 8.24, 1.97], [-7.27, 7.75, 0.50], [-7.74, 6.25, 3.12], [-6.68, 6.15, 4.55], [-7.75, 4.80, 4.14]]
}